(1)
The following is a DFT calculation (ωB97M-V with the def2-TZVPD basis set) of a structure of composition C25H28N3O7PS5V at a distorted geometry.

Geometry as XYZ:
```
70
Properties=species:S:1:pos:R:3
V 0.442 -0.033 1.273
S 5.262 0.021 6.785
C 4.108 -0.065 5.617
S 4.128 -1.235 4.334
C 2.666 -0.717 3.528
C 2.037 0.350 4.062
S 0.544 0.936 3.425
S 2.787 1.047 5.481
S 2.007 -1.578 2.186
N -3.415 -5.786 2.361
C -3.303 -4.988 1.263
O -3.849 -5.278 0.215
C -2.475 -3.756 1.415
C -2.465 -2.839 0.370
C -1.687 -1.708 0.459
N -0.859 -1.459 1.488
C -0.921 -2.307 2.524
C -1.701 -3.445 2.528
H -4.005 -6.595 2.290
H -3.092 -5.501 3.266
H -3.084 -3.021 -0.497
H -1.690 -0.982 -0.338
H -0.316 -2.059 3.379
H -1.666 -4.076 3.405
O -3.094 0.290 2.232
C -2.443 1.211 1.784
N -1.154 1.151 1.300
C -0.723 2.397 0.934
O 0.417 2.653 0.607
C -1.864 3.358 1.083
C -1.970 4.703 0.807
C -3.181 5.327 1.100
C -4.233 4.609 1.657
C -4.112 3.248 1.932
C -2.914 2.636 1.632
H -1.136 5.247 0.381
H -3.301 6.384 0.897
H -5.160 5.121 1.884
H -4.927 2.689 2.374
C 0.326 3.640 -2.701
C 0.754 2.193 -2.920
C -0.489 1.332 -3.150
C 1.691 2.104 -4.125
O 1.482 1.848 -1.718
P 1.676 0.448 -0.992
O 2.452 0.624 0.258
O 0.368 -0.285 -0.691
O 2.432 -0.315 -2.201
C 2.647 -1.730 -2.387
C 1.412 -2.333 -3.056
C 3.847 -1.819 -3.323
C 2.940 -2.443 -1.074
H -0.210 4.004 -3.579
H 1.202 4.267 -2.526
H -0.326 3.704 -1.830
H -1.037 1.700 -4.018
H -1.142 1.378 -2.278
H -0.210 0.294 -3.322
H 1.169 2.432 -5.025
H 2.031 1.079 -4.254
H 2.564 2.738 -3.961
H 1.221 -1.848 -4.016
H 0.544 -2.194 -2.410
H 1.555 -3.401 -3.226
H 3.643 -1.278 -4.248
H 4.054 -2.863 -3.563
H 4.724 -1.380 -2.847
H 2.032 -2.506 -0.479
H 3.681 -1.886 -0.502
H 3.309 -3.453 -1.256
```

As for the multiplicity: 3. The value obtained for the LUMO energy (spin up / spin down) is 1.81 / 1.61 eV. Its frontier orbital gap (spin up / spin down) is 5.5559 / 5.5652 eV. The charge is -1.

(2)
The following is a DFT calculation (ωB97M-V with the def2-TZVPD basis set) of a structure of composition C25H28N4O2PdS.

Geometry as XYZ:
```
61
Properties=species:S:1:pos:R:3
Pd 0.233 -1.373 0.513
C -2.651 -0.454 -4.727
C -1.344 0.309 -4.613
N -0.379 -0.402 -3.740
C 0.610 -1.237 -4.434
C 1.824 -0.437 -4.876
C -0.416 -0.236 -2.438
S 0.897 -1.004 -1.534
N -1.360 0.565 -1.934
C -1.576 0.764 -0.665
O -0.984 0.179 0.333
C -2.584 1.760 -0.261
C -2.886 1.968 1.088
C -3.834 2.908 1.445
C -4.485 3.645 0.462
C -4.189 3.442 -0.879
C -3.242 2.503 -1.244
H -3.330 0.085 -5.386
H -3.128 -0.553 -3.753
H -2.498 -1.447 -5.149
H -1.489 1.307 -4.209
H -0.849 0.402 -5.578
H 0.090 -1.678 -5.284
H 0.884 -2.064 -3.777
H 1.536 0.397 -5.514
H 2.493 -1.078 -5.448
H 2.377 -0.041 -4.024
H -2.383 1.394 1.853
H -4.071 3.068 2.487
H -5.228 4.378 0.744
H -4.699 4.016 -1.640
H -3.009 2.338 -2.285
C -1.113 -3.018 0.834
C -0.218 -3.019 1.946
C 0.945 -3.840 1.969
C 1.815 -3.761 3.034
C 1.564 -2.858 4.068
C 0.450 -2.024 4.061
C -0.448 -2.101 3.012
H -2.095 -2.567 0.918
H -0.986 -3.742 0.036
H 1.114 -4.534 1.154
H 2.686 -4.399 3.084
H 2.253 -2.813 4.902
H 0.279 -1.340 4.881
H -1.348 -1.495 3.001
N 1.757 3.510 3.119
C 2.733 2.670 3.545
O 3.400 2.853 4.535
C 2.949 1.416 2.731
C 4.210 0.826 2.765
C 4.421 -0.347 2.062
C 3.355 -0.918 1.391
N 2.131 -0.380 1.385
C 1.944 0.780 2.026
H 1.656 4.378 3.623
H 1.417 3.478 2.174
H 4.992 1.303 3.341
H 5.391 -0.823 2.037
H 3.482 -1.843 0.840
H 0.937 1.182 1.994
```

The value obtained for the LUMO energy (spin up / spin down) is -8.90 / -8.90 eV. Its frontier orbital gap (spin up / spin down) is 5.5278 / 5.5285 eV. The charge is +2.

(3)
The following is a DFT calculation (ωB97M-V with the def2-TZVPD basis set) of an isolated molecule of C25H28N4O4S2 at a distorted geometry.

Geometry as XYZ:
```
63
Properties=species:S:1:pos:R:3
C 8.095 2.810 0.876
C 7.611 1.364 0.861
N 7.454 0.881 -0.503
C 7.584 -0.554 -0.636
C 6.503 -1.356 0.116
C 5.152 -0.745 -0.124
C 5.052 0.479 -0.708
S 3.409 1.001 -0.946
C 2.853 -0.463 -0.237
N 1.519 -0.726 -0.112
C 0.575 0.137 -0.565
O 0.888 1.191 -1.098
C -0.835 -0.297 -0.383
C -1.791 0.245 -1.241
C -3.119 -0.121 -1.128
C -3.490 -1.008 -0.135
S -5.190 -1.576 0.001
O -5.323 -2.690 -0.891
O -5.502 -1.789 1.382
N -6.097 -0.318 -0.645
C -6.915 -0.656 -1.793
C -8.223 -1.335 -1.398
C -6.313 0.840 0.100
C -5.439 1.165 1.138
C -5.610 2.326 1.867
C -6.644 3.199 1.576
C -7.512 2.888 0.545
C -7.356 1.723 -0.185
C -2.557 -1.542 0.735
C -1.224 -1.192 0.612
C 3.868 -1.309 0.180
C 3.510 -2.565 0.846
N 4.499 -3.315 1.376
O 2.341 -2.946 0.943
C 6.220 1.316 -1.132
H 8.330 3.111 1.894
H 7.338 3.486 0.487
H 8.987 2.904 0.263
H 8.368 0.742 1.346
H 6.678 1.280 1.441
H 7.522 -0.784 -1.703
H 8.575 -0.850 -0.282
H 6.733 -1.344 1.188
H 6.529 -2.388 -0.242
H 1.344 -1.657 0.294
H -1.468 0.950 -1.993
H -3.867 0.284 -1.792
H -7.091 0.250 -2.379
H -6.322 -1.349 -2.393
H -8.811 -1.556 -2.285
H -7.996 -2.266 -0.883
H -8.806 -0.704 -0.731
H -4.631 0.498 1.386
H -4.922 2.550 2.669
H -6.773 4.107 2.145
H -8.328 3.554 0.304
H -8.058 1.513 -0.975
H -2.894 -2.220 1.502
H -0.502 -1.604 1.301
H 5.454 -3.017 1.407
H 4.230 -4.160 1.853
H 6.351 1.246 -2.219
H 6.038 2.365 -0.894
```

The value obtained for the LUMO energy is -0.12 eV. Its frontier orbital gap is 7.9839 eV. Its SMILES is CCN1CCc2c(sc(NC(=O)c3ccc(S(=O)(=O)N(CC)c4ccccc4)cc3)c2C(N)=O)C1.

(4)
The following is a DFT calculation (ωB97M-V with the def2-TZVPD basis set) of an isolated molecule of C25H28N6O at a distorted geometry.

Geometry as XYZ:
```
60
Properties=species:S:1:pos:R:3
C -0.491 -6.263 1.066
C -0.058 -5.006 0.374
C 1.188 -4.962 -0.265
C 1.625 -3.825 -0.901
C 0.819 -2.686 -0.917
N 1.219 -1.537 -1.543
C 0.515 -0.362 -1.582
O 0.982 0.616 -2.158
C -0.765 -0.382 -0.889
C -1.532 0.912 -0.819
N -1.957 1.184 0.545
C -0.897 1.774 1.340
C 0.257 0.846 1.458
N 0.260 -0.328 2.051
N 1.476 -0.826 1.896
N 2.224 -0.027 1.255
N 1.501 1.055 0.959
C 2.048 2.185 0.242
C 3.528 1.992 0.051
C 4.422 2.344 1.052
C 5.778 2.140 0.876
C 6.249 1.582 -0.300
C 5.359 1.227 -1.300
C 4.002 1.430 -1.126
C -3.240 1.846 0.693
C -3.451 3.127 -0.161
C -4.609 2.813 -1.109
C -5.452 1.811 -0.326
C -4.409 0.909 0.328
C -1.204 -1.509 -0.284
C -0.434 -2.707 -0.279
C -0.851 -3.881 0.360
H 0.164 -6.469 1.912
H -1.510 -6.173 1.433
H -0.436 -7.112 0.387
H 1.816 -5.841 -0.251
H 2.591 -3.800 -1.384
H 2.138 -1.519 -1.971
H -0.896 1.713 -1.230
H -2.415 0.836 -1.457
H -1.286 1.950 2.347
H -0.544 2.737 0.924
H 1.554 2.245 -0.734
H 1.842 3.093 0.819
H 4.057 2.778 1.972
H 6.470 2.417 1.658
H 7.308 1.423 -0.437
H 5.725 0.792 -2.219
H 3.299 1.160 -1.900
H -3.321 2.105 1.752
H -3.717 3.962 0.487
H -2.545 3.400 -0.701
H -4.237 2.348 -2.024
H -5.169 3.705 -1.387
H -6.029 2.333 0.440
H -6.143 1.257 -0.959
H -4.793 0.394 1.207
H -4.072 0.152 -0.379
H -2.140 -1.491 0.255
H -1.811 -3.884 0.855
```

The value obtained for the LUMO energy is 0.35 eV. Its frontier orbital gap is 8.4386 eV. Its SMILES is Cc1ccc2[nH]c(=O)c(CN(Cc3nnnn3Cc3ccccc3)C3CCCC3)cc2c1.

Copy entry 4 word for word.
The following is a DFT calculation (ωB97M-V with the def2-TZVPD basis set) of an isolated molecule of C25H28N6O at a distorted geometry.

Geometry as XYZ:
```
60
Properties=species:S:1:pos:R:3
C -0.491 -6.263 1.066
C -0.058 -5.006 0.374
C 1.188 -4.962 -0.265
C 1.625 -3.825 -0.901
C 0.819 -2.686 -0.917
N 1.219 -1.537 -1.543
C 0.515 -0.362 -1.582
O 0.982 0.616 -2.158
C -0.765 -0.382 -0.889
C -1.532 0.912 -0.819
N -1.957 1.184 0.545
C -0.897 1.774 1.340
C 0.257 0.846 1.458
N 0.260 -0.328 2.051
N 1.476 -0.826 1.896
N 2.224 -0.027 1.255
N 1.501 1.055 0.959
C 2.048 2.185 0.242
C 3.528 1.992 0.051
C 4.422 2.344 1.052
C 5.778 2.140 0.876
C 6.249 1.582 -0.300
C 5.359 1.227 -1.300
C 4.002 1.430 -1.126
C -3.240 1.846 0.693
C -3.451 3.127 -0.161
C -4.609 2.813 -1.109
C -5.452 1.811 -0.326
C -4.409 0.909 0.328
C -1.204 -1.509 -0.284
C -0.434 -2.707 -0.279
C -0.851 -3.881 0.360
H 0.164 -6.469 1.912
H -1.510 -6.173 1.433
H -0.436 -7.112 0.387
H 1.816 -5.841 -0.251
H 2.591 -3.800 -1.384
H 2.138 -1.519 -1.971
H -0.896 1.713 -1.230
H -2.415 0.836 -1.457
H -1.286 1.950 2.347
H -0.544 2.737 0.924
H 1.554 2.245 -0.734
H 1.842 3.093 0.819
H 4.057 2.778 1.972
H 6.470 2.417 1.658
H 7.308 1.423 -0.437
H 5.725 0.792 -2.219
H 3.299 1.160 -1.900
H -3.321 2.105 1.752
H -3.717 3.962 0.487
H -2.545 3.400 -0.701
H -4.237 2.348 -2.024
H -5.169 3.705 -1.387
H -6.029 2.333 0.440
H -6.143 1.257 -0.959
H -4.793 0.394 1.207
H -4.072 0.152 -0.379
H -2.140 -1.491 0.255
H -1.811 -3.884 0.855
```

The value obtained for the LUMO energy is 0.35 eV. Its frontier orbital gap is 8.4386 eV. Its SMILES is Cc1ccc2[nH]c(=O)c(CN(Cc3nnnn3Cc3ccccc3)C3CCCC3)cc2c1.